Below is a molecular structure, C45H48BrClN8O9Tc at a distorted geometry, with properties calculated with wB97M-V/def2-TZVPD.

The spin multiplicity is 4. For the frontier orbital gap (spin up / spin down), the calculation gives 7.45 / 6.18 eV. As for the expectation value of S²: 3.791.

Each line ends with the Mulliken spin population.
Cartesian coordinates (Å):
Tc1 -1.14192 0.14277 -0.58780  2.495
C1 0.36992 1.36738 3.31557  0.004
O1 1.71990 1.64103 2.98176  -0.002
C2 2.08801 1.87326 1.70062  -0.011
C3 3.30428 2.52188 1.53841  0.046
C4 3.82378 2.79631 0.27650  -0.005
C5 3.12145 2.43040 -0.84179  0.035
C6 1.88301 1.76815 -0.74007  -0.051
C7 1.23068 1.42051 -1.94575  0.139
N1 0.09291 0.77998 -2.06136  -0.067
N2 -0.31948 0.54169 -3.30636  0.009
C8 -1.53559 0.04099 -3.33933  0.002
O2 -2.13648 -0.28706 -2.25698  0.066
C9 -2.20411 -0.13337 -4.63081  -0.012
C10 -1.46369 -0.28781 -5.79993  -0.006
C11 -2.11128 -0.46279 -7.00839  0.002
C12 -3.49767 -0.45847 -7.06340  -0.004
C13 -4.23686 -0.27988 -5.90520  0.003
C14 -3.59631 -0.12870 -4.68931  -0.003
C15 1.33494 1.46852 0.55306  0.083
O3 0.21850 0.83489 0.69794  0.113
H1 0.33249 1.40264 4.40337  0.001
H2 0.04104 0.38612 2.97173  -0.005
H3 -0.30742 2.11280 2.89583  -0.001
H4 3.83787 2.82024 2.42817  0.001
H5 4.76765 3.30905 0.18334  0.001
H6 3.50801 2.63892 -1.82694  0.000
H7 1.70631 1.71743 -2.87562  -0.009
H8 -0.38781 -0.28383 -5.73945  -0.001
H9 -1.53780 -0.60486 -7.91363  0.000
H10 -4.00078 -0.59639 -8.01051  0.000
H11 -5.31593 -0.26349 -5.95145  0.000
H12 -4.16370 0.00421 -3.78116  -0.002
Br1 -8.02165 -4.14496 1.07060  0.000
C16 -6.45319 -3.63691 0.12205  0.001
C17 -5.93342 -4.46978 -0.85955  0.000
N3 -4.84470 -4.15998 -1.53638  0.000
C18 -4.21398 -3.03432 -1.25743  0.002
C19 -4.65421 -2.14082 -0.28486  0.005
C20 -5.81420 -2.44277 0.41256  -0.004
C21 -3.88652 -0.86366 -0.02852  -0.003
O4 -4.45945 0.21272 -0.10764  0.018
O5 -2.65892 -1.06079 0.24359  0.030
H13 -6.40057 -5.41246 -1.11076  0.000
H14 -3.32806 -2.81899 -1.83961  -0.007
H15 -6.19446 -1.76182 1.15778  -0.001
C22 -5.44323 2.64343 -2.16076  0.000
C23 -4.61307 3.91966 -2.13336  -0.001
C24 -3.52872 3.87141 -1.04030  0.005
C25 -2.68394 5.16598 -1.08952  -0.001
C26 -1.55937 5.17643 -0.05990  -0.003
C27 -4.22585 3.81922 0.29898  0.000
O6 -5.09604 4.58930 0.62725  0.001
N4 -3.76639 2.86449 1.16213  0.004
C28 -2.79401 1.91502 0.92055  -0.028
O7 -2.39196 1.20829 1.82348  0.019
N5 -2.24976 1.85913 -0.32539  0.064
C29 -2.57848 2.71704 -1.32036  0.034
O8 -2.05431 2.60255 -2.41426  0.022
H16 -6.17255 2.68838 -2.96652  0.000
H17 -5.97299 2.50401 -1.22143  0.000
H18 -4.80483 1.77618 -2.31168  0.000
H19 -5.25786 4.77406 -1.91880  0.000
H20 -4.12977 4.06958 -3.09977  0.000
H21 -3.35368 6.01001 -0.91397  0.000
H22 -2.26225 5.25217 -2.09289  0.000
H23 -1.95748 5.10772 0.95077  0.000
H24 -0.99344 6.10217 -0.13852  0.000
H25 -0.87592 4.34334 -0.22173  0.001
H26 -4.21874 2.80426 2.06657  0.001
C30 5.31361 -2.84333 -1.25084  0.000
C31 5.08270 -2.10310 0.07907  0.002
C32 6.46082 -1.75215 0.66743  0.000
C33 4.35720 -0.78918 -0.23811  -0.003
C34 4.31338 -3.05952 1.05915  -0.001
O9 5.05205 -4.27756 1.15025  0.000
C35 4.13060 -2.56067 2.51211  0.001
C36 3.59104 -1.15194 2.77786  -0.002
C37 3.26169 -1.01434 4.23911  -0.003
C38 4.19407 -0.50493 5.13298  0.000
C39 3.89716 -0.38082 6.47829  0.000
C40 2.64928 -0.77026 6.93452  0.000
Cl1 2.25775 -0.59008 8.60894  0.000
C41 1.70974 -1.29479 6.06193  0.000
C42 2.02325 -1.41887 4.72098  0.000
C43 2.97865 -3.62586 0.48503  0.000
N6 1.79693 -2.81201 0.45068  0.004
C44 1.22274 -2.15848 -0.56942  0.023
N7 0.06515 -1.65138 -0.17480  -0.013
C45 -0.03586 -2.04607 1.12063  -0.005
N8 0.99161 -2.74294 1.51389  -0.001
H27 6.12353 -2.36984 -1.80081  0.000
H28 4.42459 -2.81014 -1.87635  0.000
H29 5.58289 -3.88200 -1.07422  0.000
H30 6.93920 -1.00353 0.03932  0.000
H31 7.11651 -2.62043 0.69597  0.000
H32 6.37780 -1.33726 1.66804  0.000
H33 4.75813 -0.37996 -1.16387  0.000
H34 4.50932 -0.04273 0.53273  0.003
H35 3.28956 -0.92308 -0.36780  -0.001
H36 5.89306 -4.09863 1.58520  0.000
H37 5.09819 -2.64644 3.01525  0.000
H38 3.46732 -3.27486 3.00590  0.000
H39 2.69535 -0.96540 2.18961  0.007
H40 4.33625 -0.40061 2.52009  0.000
H41 5.16616 -0.19232 4.77761  0.000
H42 4.62206 0.02350 7.16689  0.000
H43 0.74127 -1.59391 6.43010  0.000
H44 1.29806 -1.83168 4.03524  0.000
H45 2.74660 -4.47970 1.12836  0.000
H46 3.17857 -4.00454 -0.51641  0.000
H47 1.62908 -2.08259 -1.55848  0.001
H48 -0.88305 -1.81735 1.73445  0.003

Forces on the atoms, in the same order (eV/Å):
Tc -0.67 0.15 0.26
C -0.52 -0.02 0.25
O 0.34 -0.13 -0.12
C -0.03 0.07 -0.26
C -0.40 -0.20 -0.10
C -0.01 0.02 -0.18
C -0.02 -0.02 0.01
C 0.01 0.09 1.15
C -0.49 -0.24 -0.10
N 0.85 0.34 1.56
N -1.05 -0.50 -2.20
C 1.99 0.79 -0.55
O -0.82 -0.47 1.21
C -0.30 -0.12 -0.24
C -0.03 -0.02 0.12
C 0.00 0.00 -0.07
C 0.01 0.00 -0.03
C -0.07 -0.01 -0.06
C 0.18 -0.04 0.13
C 1.20 0.61 -0.53
O -0.97 -0.54 0.09
H 0.02 0.03 -0.04
H 0.09 0.09 0.08
H 0.06 -0.04 0.04
H 0.00 -0.01 0.14
H 0.11 0.04 -0.01
H 0.08 0.06 -0.15
H -0.10 -0.11 -0.08
H 0.14 0.02 -0.02
H 0.04 0.01 -0.03
H -0.02 0.01 -0.03
H -0.07 -0.01 0.02
H -0.06 -0.01 0.11
Br 0.20 0.06 -0.15
C -0.05 0.02 0.11
C -0.33 -0.02 0.26
N 0.25 -0.31 -0.46
C 0.05 0.33 0.28
C 0.08 0.00 0.03
C 0.01 -0.08 -0.14
C -1.87 0.12 -0.35
O -0.05 -0.32 0.06
O 2.36 0.29 -0.05
H -0.15 -0.03 0.08
H 0.11 0.07 0.01
H -0.07 0.05 0.08
C 0.05 0.17 -0.06
C -0.04 -0.18 0.04
C -0.17 0.38 -0.49
C 0.12 -0.03 0.16
C -0.12 0.11 -0.14
C 0.25 -0.14 -0.02
O -0.14 0.15 -0.02
N -0.20 -0.11 0.39
C 0.01 0.37 0.73
O -0.09 -0.14 0.08
N 0.59 -0.76 -0.11
C 0.07 0.23 -0.53
O -0.23 0.25 -0.07
H -0.08 -0.07 -0.04
H -0.10 -0.08 0.07
H -0.01 -0.15 -0.04
H 0.11 0.04 -0.04
H 0.07 0.06 0.08
H -0.04 -0.05 -0.08
H -0.12 -0.03 0.00
H 0.04 0.01 0.14
H 0.09 0.03 0.06
H 0.13 -0.04 0.03
H 0.12 0.02 -0.08
C -0.03 -0.02 0.25
C 0.07 -0.09 -0.08
C -0.32 -0.13 -0.05
C 0.12 -0.15 0.15
C -0.12 0.46 0.10
O -0.01 -0.29 0.04
C -0.06 0.06 -0.31
C 0.10 -0.19 0.14
C -0.01 0.10 -0.09
C -0.10 -0.05 -0.05
C -0.07 0.00 0.11
C 0.08 0.00 -0.23
Cl -0.05 0.01 0.23
C -0.01 0.01 0.09
C 0.10 0.05 0.04
C 0.96 -0.62 0.14
N -0.67 0.67 -0.83
C 0.04 -0.07 0.05
N -0.02 -0.04 -0.30
C 0.19 -0.23 0.09
N -0.27 -0.28 0.96
H 0.03 0.10 -0.09
H -0.10 -0.02 -0.16
H 0.04 -0.04 -0.08
H 0.06 0.04 -0.07
H 0.13 -0.07 0.03
H 0.02 0.08 0.15
H 0.03 0.05 -0.09
H -0.08 0.13 0.06
H -0.08 0.10 -0.05
H -0.08 0.01 0.01
H 0.01 -0.05 0.01
H 0.05 -0.06 0.00
H -0.04 0.14 -0.09
H -0.04 0.04 -0.08
H 0.09 0.06 -0.07
H 0.05 0.04 0.09
H -0.10 -0.03 0.06
H -0.10 -0.04 -0.07
H -0.03 0.11 -0.20
H -0.14 0.02 0.02
H 0.16 0.04 -0.16
H -0.17 0.08 0.18

***

Below is a molecular structure, C35H30FN7O14SSr at a distorted geometry, with properties calculated with wB97M-V/def2-TZVPD.

Its total charge is -2. For the frontier orbital gap, the calculation gives 4.36 eV.

Each line ends with the Löwdin charge.
Cartesian coordinates (Å):
Sr1 2.55947 1.36256 1.87759  1.570
O1 -1.32277 0.19040 8.32103  -0.055
C1 -1.30538 -0.54050 7.31360  -0.721
O2 -2.01430 -1.53198 7.03927  -0.071
C2 -0.24864 -0.19716 6.25668  -0.112
C3 0.49515 -1.20122 5.64207  -0.016
C4 1.40149 -0.87195 4.65424  -0.135
N1 1.56162 0.37164 4.19079  0.023
C5 0.87273 1.35306 4.79554  -0.195
C6 0.00110 1.10768 5.84806  0.048
C7 1.06101 2.78426 4.26097  -0.664
O3 1.10452 3.69734 5.07655  0.017
O4 1.14924 2.86103 2.98887  -0.245
H1 0.33646 -2.23269 5.92796  0.109
H2 2.00898 -1.63470 4.17499  0.100
H3 -0.49706 1.93398 6.33521  0.125
F1 -3.95199 0.62864 -0.72772  0.065
C8 -3.02128 -0.35978 -0.69465  -0.192
C9 -1.94386 -0.26016 0.12557  0.102
C10 -0.99953 -1.28944 0.08974  -0.039
C11 0.31666 -0.98234 0.68673  -0.286
O5 0.43634 0.17589 1.08393  -0.082
C12 1.28292 -2.04906 0.73059  -0.002
C13 0.93207 -3.19836 0.10375  0.038
N2 -0.19949 -3.40503 -0.64404  -0.003
C14 -0.34293 -4.61367 -1.40813  -0.269
C15 -0.30876 -4.52609 -2.90971  -0.104
C16 0.84339 -5.13006 -2.16064  -0.088
C17 -1.19561 -2.44238 -0.66703  -0.117
C18 -2.32636 -2.51765 -1.50620  0.081
C19 -3.18446 -1.43981 -1.56847  -0.172
N3 -4.18752 -1.33994 -2.58924  -0.101
C20 -4.07764 -0.13155 -3.39470  -0.140
C21 -4.80146 -0.34097 -4.69759  -0.071
N4 -6.24702 -0.65559 -4.35042  0.052
C22 -6.37202 -1.86619 -3.44734  -0.093
C23 -5.54863 -1.61614 -2.19927  -0.157
C24 2.66828 -1.97386 1.43013  -0.658
O6 3.06955 -3.01907 1.93479  0.013
O7 3.20516 -0.83857 1.36102  -0.181
H4 -1.75457 0.61066 0.73598  0.150
H5 1.61314 -4.03806 0.14866  0.143
H6 -1.00726 -5.34882 -0.96545  0.151
H7 -0.15617 -3.54346 -3.33267  0.114
H8 -0.96579 -5.18334 -3.46263  0.098
H9 1.75242 -4.54947 -2.11059  0.111
H10 0.97719 -6.20111 -2.18882  0.103
H11 -2.45237 -3.33493 -2.19973  0.110
H12 -3.03013 0.08972 -3.60274  0.147
H13 -4.49261 0.75285 -2.89009  0.137
H14 -4.43363 -1.20382 -5.25022  0.139
H15 -4.81125 0.54583 -5.32955  0.134
H16 -6.80264 -0.77696 -5.19642  0.175
H17 -6.63323 0.15645 -3.86016  0.179
H18 -5.98359 -2.70108 -4.02839  0.134
H19 -7.43393 -1.99843 -3.24582  0.129
H20 -5.58753 -2.49673 -1.55853  0.143
H21 -5.99491 -0.78030 -1.63087  0.136
O8 8.67474 2.16233 2.37790  0.099
C25 8.22606 1.67866 3.52200  -0.519
O9 8.97583 1.32330 4.40783  0.056
C26 6.75098 1.60599 3.69492  -0.055
C27 6.18575 1.16473 4.87589  -0.006
N5 4.85992 1.23281 4.72136  0.031
N6 4.51051 1.68851 3.51616  0.014
C28 5.64239 1.90938 2.86566  -0.130
C29 5.58353 2.42785 1.42991  -0.590
O10 6.67911 2.72120 0.91024  0.016
O11 4.44902 2.53077 0.92013  -0.142
H22 7.89532 2.44682 1.78745  0.046
H23 6.65514 0.82391 5.78147  0.133
H24 4.12328 0.98066 5.36219  0.160
N7 1.11857 2.45037 -0.53374  0.087
C30 0.73903 2.83397 -1.84018  -0.297
C31 0.37298 1.74788 -2.65661  -0.044
C32 -0.26802 1.93301 -3.85440  -0.089
C33 -0.56124 3.21815 -4.30415  -0.286
C34 -0.10239 4.28909 -3.56007  -0.057
C35 0.55406 4.11306 -2.33218  -0.023
S1 -1.60540 3.35203 -5.75075  0.401
O12 -1.80854 4.77775 -5.95793  -0.374
O13 -2.82466 2.62910 -5.36325  -0.412
O14 -0.87665 2.67696 -6.81730  -0.377
H25 1.02272 3.23248 0.10737  0.093
H26 0.52555 1.70118 -0.24056  0.033
H27 0.56077 0.74252 -2.29048  0.109
H28 -0.58824 1.07913 -4.43934  0.103
H29 -0.31384 5.28951 -3.91499  0.105
H30 0.83116 4.97734 -1.74098  0.108

Forces on the atoms, in the same order (eV/Å):
Sr -0.23 0.13 -0.30
O 0.01 0.16 -0.02
C -0.04 -0.11 0.23
O 0.01 -0.09 -0.10
C 0.11 0.06 -0.18
C -0.07 -0.07 0.03
C 0.00 -0.10 -0.14
N 0.07 0.34 0.07
C -0.07 0.04 0.08
C -0.04 0.01 0.09
C -0.11 -0.27 -0.02
O -0.06 0.12 0.08
O -0.21 0.35 0.18
H 0.00 0.00 -0.01
H -0.01 -0.03 0.00
H 0.00 0.02 -0.01
F 0.04 -0.11 0.08
C -0.04 -0.01 0.11
C -0.05 -0.19 -0.18
C 0.32 -0.01 -0.15
C -0.42 0.10 0.18
O 0.72 0.06 0.35
C -0.29 -0.12 0.04
C 0.20 -0.02 0.01
N -0.07 -0.01 0.00
C 0.01 -0.02 0.01
C 0.05 -0.10 0.08
C -0.08 0.03 0.00
C -0.09 0.09 -0.06
C 0.24 0.19 -0.09
C -0.32 0.19 0.06
N 0.21 -0.48 -0.11
C 0.15 0.12 -0.12
C -0.26 0.05 -0.16
N -0.07 -0.03 0.15
C -0.04 0.30 -0.34
C -0.05 0.16 0.12
C -0.51 0.05 -0.28
O 0.12 -0.08 -0.07
O 0.14 -0.67 0.00
H -0.02 0.02 0.04
H 0.00 0.00 0.01
H -0.01 0.02 -0.02
H -0.01 0.01 -0.03
H -0.02 0.04 -0.04
H 0.04 -0.02 0.01
H 0.04 -0.01 -0.01
H -0.07 -0.01 -0.01
H -0.05 0.05 -0.04
H 0.05 0.00 -0.06
H 0.07 0.03 0.02
H 0.23 0.10 0.05
H 0.08 -0.04 0.02
H 0.07 -0.01 -0.02
H -0.01 -0.05 0.10
H 0.03 -0.07 0.09
H 0.02 -0.02 -0.06
H -0.02 -0.03 0.01
O 0.00 -0.01 0.27
C 0.09 0.19 -0.23
O 0.00 -0.08 0.05
C 0.05 -0.17 0.27
C 0.05 0.07 -0.07
N -0.22 0.02 -0.03
N 0.30 -0.07 0.00
C 0.11 0.20 -0.15
C 0.00 0.08 0.38
O 0.17 0.06 -0.08
O 0.37 0.07 -0.10
H -0.12 -0.10 -0.26
H 0.01 0.00 0.01
H 0.02 -0.01 0.01
N 0.51 1.50 -0.21
C -0.54 -1.19 -0.10
C 0.06 0.02 -0.02
C -0.10 -0.03 -0.04
C 0.06 -0.15 0.10
C -0.05 0.15 -0.01
C -0.10 0.00 -0.10
S 0.32 0.31 -0.14
O -0.07 -0.13 0.04
O -0.34 -0.28 0.12
O -0.09 -0.03 0.06
H 0.02 -0.11 0.14
H -0.27 -0.38 0.41
H 0.03 0.01 0.02
H 0.02 0.00 -0.07
H 0.00 0.01 -0.02
H 0.02 0.00 0.01

***

The evaluated relative energy (zero: lowest compared OMol25 entry of this formula, charge and spin) for the records listed, in turn: 15.00; 76.17 kcal per mole.